a | Entry from the OMol25 dataset: C3H8O3 in the gas phase (ωB97M-V/def2-TZVPD).

Bonds (Å) are listed after each position.
Positions of all 14 atoms, in Å:
1 C -1.054 -0.831 0.499  C2 1.519, H7 1.088, H8 1.086, H9 1.087
2 C 0.353 -0.323 0.236  C1 1.519, C3 1.523, O5 1.465, H10 1.096
3 C 0.418 1.185 0.037  C2 1.523, O4 1.444, H11 1.096, H12 1.090
4 O 0.089 1.791 1.306  C3 1.444, H13 0.964
5 O 0.968 -0.898 -0.962  C2 1.465, O6 1.431
6 O 0.193 -0.621 -2.132  O5 1.431, H14 0.966
7 H -1.654 -0.728 -0.402  C1 1.088
8 H -1.517 -0.238 1.283  C1 1.086
9 H -1.037 -1.877 0.796  C1 1.087
10 H 1.058 -0.651 1.008  C2 1.096
11 H 1.419 1.489 -0.290  C3 1.096
12 H -0.348 1.515 -0.664  C3 1.090
13 H 0.804 1.619 1.930  O4 0.964
14 H 0.308 -1.432 -2.646  O6 0.966

Results
- SMILES = C[C@H](CO)OO
- E_LUMO (eV) = 0.826
- HOMO (Ha) = -0.355
- gap between HOMO and LUMO (Ha) = 0.385

=====

b | Entry from the OMol25 dataset: C3H8O3 in the gas phase (ωB97M-V/def2-TZVPD).

Bonds (Å) are listed after each position.
Positions of all 14 atoms, in Å:
1 O -1.093 -1.809 0.642  C2 1.427, H7 0.963
2 C -0.553 -0.521 0.933  O1 1.427, C3 1.535, H8 1.096, H9 1.095
3 C -0.477 0.311 -0.355  C2 1.535, O4 1.417, C5 1.525, H10 1.102
4 O -0.097 -0.534 -1.427  C3 1.417, H11 0.971
5 C 0.613 1.373 -0.249  C3 1.525, O6 1.410, H12 1.100, H13 1.096
6 O 1.875 0.753 -0.138  C5 1.410, H14 0.970
7 H -0.374 -2.449 0.680  O1 0.963
8 H -1.207 -0.038 1.668  C2 1.096
9 H 0.454 -0.602 1.355  C2 1.095
10 H -1.451 0.778 -0.570  C3 1.102
11 H -0.581 -1.360 -1.262  O4 0.971
12 H 0.572 2.032 -1.128  C5 1.100
13 H 0.468 1.989 0.646  C5 1.096
14 H 1.878 0.091 -0.847  O6 0.970

Results
- SMILES = OCC(O)CO
- E_LUMO (eV) = 0.690
- HOMO (Ha) = -0.378
- gap between HOMO and LUMO (Ha) = 0.404

=====

Of them, the most stable is b and the least stable is a.

=====

a | Entry from the OMol25 dataset: 2 unconnected molecules or ions with the total composition C3H8O3 (ωB97M-V/def2-TZVPD).

Bonds (Å) are listed after each position.
Positions of all 14 atoms, in Å:
1 O 0.823 -1.357 0.871  C2 1.174
2 C 1.378 -0.738 0.042  O1 1.174, C3 1.528, H6 1.088
3 C 0.696 -0.244 -1.233  C2 1.528, C4 1.731, H7 1.170, H8 1.077
4 C 1.028 1.421 -1.569  C3 1.731, O5 1.453, H9 1.167, H10 1.102
5 O 0.689 2.143 -0.354  C4 1.453, H11 0.932
6 H 2.462 -0.660 0.068  C2 1.088
7 H -0.451 -0.451 -1.138  C3 1.170
8 H 1.227 -0.748 -2.023  C3 1.077
9 H 0.150 1.732 -2.272  C4 1.167
10 H 2.064 1.400 -1.945  C4 1.102
11 H 1.502 2.255 0.087  O5 0.932
12 O -4.198 -1.354 2.987  H13 1.000, H14 0.965
13 H -3.306 -1.098 3.360  O12 1.000
14 H -4.064 -2.301 3.118  O12 0.965

Results
- SMILES = O=CCCO.O
- E_LUMO (eV) = 0.685
- HOMO (Ha) = -0.359
- gap between HOMO and LUMO (Ha) = 0.384

=====

b | Entry from the OMol25 dataset: C3H8O3 in the gas phase (ωB97M-V/def2-TZVPD).

Bonds (Å) are listed after each position.
Positions of all 14 atoms, in Å:
1 O 0.768 1.559 -0.545  C2 1.539, H7 1.090
2 C 1.332 0.445 0.355  O1 1.539, C3 1.469, H8 1.159, H9 1.102
3 C 0.372 -0.663 0.275  C2 1.469, O4 1.388, C5 1.566, H10 1.134
4 O 0.652 -1.225 -0.963  C3 1.388, H11 1.009
5 C -1.154 -0.314 0.325  C3 1.566, O6 1.334, H12 1.187, H13 1.156
6 O -1.737 0.662 -0.373  C5 1.334, H14 1.017
7 H -0.291 1.380 -0.357  O1 1.090
8 H 1.491 0.796 1.448  C2 1.159
9 H 2.332 0.249 -0.065  C2 1.102
10 H 0.728 -1.481 0.973  C3 1.134
11 H 0.699 -0.427 -1.579  O4 1.009
12 H -1.829 -1.290 0.316  C5 1.187
13 H -1.267 0.105 1.398  C5 1.156
14 H -2.096 0.203 -1.208  O6 1.017

Results
- SMILES = OCC(O)CO
- E_LUMO (eV) = 0.510
- HOMO (Ha) = -0.362
- gap between HOMO and LUMO (Ha) = 0.381

=====

Of them, the most stable is a and the least stable is b.